(1)
Density functional theory data (ωB97M-V/def2-TZVPD) for a molecular structure, C7H3Cl4InN2O4.

Output
frontier orbital gap (alpha / beta) = 5.76 / 6.51 eV
M = 435.7 g/mol
E = -2709.9190 Ha
lowest unoccupied orbital energy (alpha / beta) = -2.51 / -2.06 eV
HOMO energy (alpha / beta) = -8.271 / -8.571 eV

```
! wB97M-V def2-TZVPD RIJCOSX def2/J DEFGRID3
* xyz 0 1
In -1.347 -0.990 0.252
N -2.512 0.939 1.225
N -3.767 0.453 1.581
C -4.157 -0.874 1.373
O -5.268 -1.199 1.716
O -3.261 -1.649 0.816
H -2.007 1.283 2.037
H -2.586 1.687 0.542
H -4.445 1.062 2.008
Cl 4.367 0.295 -3.323
C 3.263 0.098 -2.029
C 3.764 -0.252 -0.728
Cl 5.450 -0.465 -0.512
C 2.907 -0.427 0.324
Cl 3.455 -0.910 1.878
C 1.518 -0.166 0.171
O 0.667 -0.292 1.104
C 1.010 0.188 -1.148
O -0.245 0.342 -1.263
C 1.921 0.261 -2.238
Cl 1.274 0.614 -3.788
*
```



(2)
Density functional theory data (ωB97M-V/def2-TZVPD) for C7H3NO3S in the gas phase at a distorted geometry.

Output
frontier orbital gap = 7.40 eV
M = 181.2 g/mol
E = -947.1596 Ha
lowest unoccupied orbital energy = -2.03 eV
HOMO energy = -9.437 eV

```
! wB97M-V def2-TZVPD RIJCOSX def2/J DEFGRID3
* xyz 0 1
O 0.689 2.877 -1.427
C 0.236 1.767 -1.447
S -0.643 1.037 -2.776
C -0.997 -0.584 -1.936
O -1.532 -1.476 -2.510
C -0.376 -0.658 -0.650
C 0.287 0.808 -0.380
N 0.672 1.093 0.829
C 0.596 0.154 1.780
C 0.250 -1.146 1.609
C -0.325 -1.698 0.323
O -0.788 -2.829 0.292
H 0.911 1.995 1.201
H 0.880 0.602 2.793
H 0.140 -1.942 2.301
*
```



(3)
Density functional theory data (ωB97M-V/def2-TZVPD) for C7H4Br2N2S in the gas phase at a distorted geometry.

Output
frontier orbital gap (alpha / beta) = 7.05 / 6.63 eV
M = 308.0 g/mol
E = -5924.7165 Ha
lowest unoccupied orbital energy (alpha / beta) = 0.15 / -2.45 eV
HOMO energy (alpha / beta) = -6.898 / -9.085 eV

```
! wB97M-V def2-TZVPD RIJCOSX def2/J DEFGRID3
* xyz 0 3
C 0.020 2.314 0.080
C 0.174 1.572 -1.094
C -0.414 1.632 1.254
C 0.052 -0.483 0.229
C 0.284 0.203 -0.990
C -0.428 0.225 1.286
C 0.106 -1.966 0.265
N -0.564 -2.576 -0.889
N -0.302 -2.184 -2.007
S 0.439 -0.727 -2.423
Br -0.769 -0.538 3.009
Br 2.073 -2.359 0.154
H 0.000 3.412 -0.101
H 0.307 1.991 -2.005
H -0.677 2.054 2.217
H -0.301 -2.570 1.014
*
```



(4)
Density functional theory data (ωB97M-V/def2-TZVPD) for C7H4BrClF2N4 in the gas phase at a distorted geometry.

Output
frontier orbital gap (alpha / beta) = 6.04 / 6.04 eV
M = 297.5 g/mol
E = -3721.9016 Ha
lowest unoccupied orbital energy (alpha / beta) = -2.03 / -2.03 eV
HOMO energy (alpha / beta) = -8.078 / -8.078 eV
relative energy (zero: lowest compared OMol25 entry of this formula, charge and spin) = 0.00 kJ/mol

```
! wB97M-V def2-TZVPD RIJCOSX def2/J DEFGRID3
* xyz 0 1
C 0.507 -0.658 0.913
C -0.330 0.800 2.425
C -0.566 -0.764 -1.229
C 0.404 -1.256 -0.342
C -0.962 0.576 -1.098
C 1.056 -2.574 -0.365
C -0.493 2.742 -0.100
N 0.755 -1.079 2.149
N 0.203 -0.247 3.015
N -0.648 1.300 -0.018
N -0.196 0.597 1.094
F -0.115 3.240 1.050
F -1.614 3.336 -0.492
Cl -1.933 1.184 -2.347
Br 0.870 2.967 -1.542
H -0.852 -1.439 -2.107
H 1.209 -2.906 -1.397
H 0.682 -3.281 0.402
H 2.023 -2.538 -0.008
*
```



(5)
Density functional theory data (ωB97M-V/def2-TZVPD) for 2 unconnected molecules or ions with the total composition C7H4F4 at a distorted geometry.

Output
frontier orbital gap (alpha / beta) = 6.78 / 6.79 eV
M = 164.1 g/mol
E = -668.2819 Ha
lowest unoccupied orbital energy (alpha / beta) = -1.53 / -1.53 eV
HOMO energy (alpha / beta) = -8.318 / -8.318 eV
relative energy (zero: lowest compared OMol25 entry of this formula, charge and spin) = 110.33 kJ/mol

```
! wB97M-V def2-TZVPD RIJCOSX def2/J DEFGRID3
* xyz 0 1
C 1.142 1.097 -0.015
C -0.294 1.067 0.382
C 1.515 -0.264 -0.342
C -0.500 -0.207 0.157
C -2.969 -1.483 -0.137
C 0.528 -1.160 0.021
C 0.398 -2.622 -0.340
F -3.672 -0.683 -0.879
F 0.854 -3.521 0.640
F -0.881 -2.988 -0.480
F 0.999 -2.982 -1.517
H 1.738 1.964 -0.093
H -0.943 1.829 0.906
H 2.569 -0.361 -0.582
H -3.395 -2.557 -0.113
*
```



(6)
Density functional theory data (ωB97M-V/def2-TZVPD) for C7H4FIN2S in the gas phase at a distorted geometry.

Output
frontier orbital gap = 7.52 eV
M = 294.1 g/mol
E = -1174.3444 Ha
lowest unoccupied orbital energy = -0.93 eV
HOMO energy = -8.451 eV
relative energy (zero: lowest compared OMol25 entry of this formula, charge and spin) = 0.00 kJ/mol

```
! wB97M-V def2-TZVPD RIJCOSX def2/J DEFGRID3
* xyz 0 1
F -1.036 -2.188 -2.575
C -1.213 -1.406 -1.496
C -2.498 -1.168 -1.015
N -2.711 -0.365 0.007
C -1.673 0.197 0.603
C -0.334 -0.010 0.223
C -0.119 -0.827 -0.886
C 0.761 0.646 0.895
C 0.615 1.803 1.558
N -0.558 2.452 1.845
I -0.922 4.083 0.564
S -2.037 1.235 1.959
H -3.364 -1.622 -1.472
H 0.875 -0.980 -1.275
H 1.742 0.212 0.784
H 1.483 2.349 1.911
*
```



(7)
Density functional theory data (ωB97M-V/def2-TZVPD) for a molecular structure, C7H4N2O4Ti at a distorted geometry.

Output
frontier orbital gap (alpha / beta) = 5.93 / 6.45 eV
M = 228.0 g/mol
E = -1527.7395 Ha
lowest unoccupied orbital energy (alpha / beta) = -16.53 / -16.16 eV
HOMO energy (alpha / beta) = -22.460 / -22.604 eV
relative energy (zero: lowest compared OMol25 entry of this formula, charge and spin) = 0.00 kJ/mol

```
! wB97M-V def2-TZVPD RIJCOSX def2/J DEFGRID3
* xyz 3 2
O -0.272 -3.025 -1.385
C -0.286 -1.876 -1.387
Ti -0.421 0.025 -1.323
O -2.988 0.032 -4.593
C -2.240 0.021 -3.706
C 1.567 0.035 -1.691
O 2.710 0.034 -1.876
C -0.282 1.937 -1.340
O -0.272 3.087 -1.309
N -0.411 -0.947 1.565
C -0.003 -0.650 2.801
C 0.753 0.516 2.749
C 0.793 0.926 1.407
N 0.061 0.024 0.645
H -0.968 -1.709 1.251
H -0.238 -1.231 3.649
H 1.226 1.029 3.563
H 1.272 1.771 0.982
*
```



(8)
Density functional theory data (ωB97M-V/def2-TZVPD) for a gas-phase ion, C7H4NO3S (charge -1) at a distorted geometry.

Output
frontier orbital gap = 7.70 eV
M = 182.2 g/mol
E = -947.7764 Ha
lowest unoccupied orbital energy = 3.33 eV
HOMO energy = -4.363 eV
relative energy (zero: lowest compared OMol25 entry of this formula, charge and spin) = 138.39 kJ/mol

```
! wB97M-V def2-TZVPD RIJCOSX def2/J DEFGRID3
* xyz -1 1
N -2.312 -0.712 -1.553
S -2.069 -0.899 -0.131
O -2.643 -1.960 0.710
O -2.419 0.708 0.695
C -1.617 1.594 0.179
O -1.964 2.659 -0.109
C -0.266 0.919 0.107
C 1.119 1.333 0.015
C 2.149 0.410 -0.067
C 1.985 -0.955 0.094
C 0.619 -1.436 0.124
C -0.394 -0.481 0.212
H 1.440 2.331 -0.174
H 3.131 0.805 -0.216
H 2.765 -1.795 0.039
H 0.476 -2.520 0.075
*
```